{
  "formula": "C5H7FN2O2",
  "method": "ωB97M-V/def2-TZVPD",
  "symbols": ["C", "C", "C", "C", "C", "N", "N", "O", "O", "F", "H", "H", "H", "H", "H", "H", "H"],
  "coordinates": [[-0.554, -0.046, 0.247], [1.158, -1.205, 1.686], [-0.981, 1.243, 0.139], [2.195, -0.991, -0.493], [-1.518, 1.739, -1.216], [-0.037, -0.521, 1.450], [1.788, -1.632, 0.511], [-0.699, -0.969, -0.722], [1.577, -1.443, 2.765], [2.526, -1.716, -1.551], [-0.860, 2.111, 0.826], [2.205, 0.086, -0.576], [-0.655, 2.336, -1.658], [-2.534, 2.244, -1.176], [-1.528, 0.882, -1.883], [-0.749, -0.424, 2.178], [-1.335, -1.695, -0.526]],
  "forces_ev_per_angstrom": [[-0.848, 2.066, 0.723], [-0.634, 1.130, -1.887], [-0.046, 0.019, -1.596], [-1.331, -1.430, 2.175], [0.790, -0.150, 0.142], [-0.746, -0.292, 1.276], [0.411, 0.234, -1.147], [-0.602, -0.784, -1.433], [0.447, -0.447, 1.677], [0.426, 0.646, -0.269], [0.377, -1.484, 0.103], [0.374, 0.204, -0.575], [-1.509, 0.065, 0.509], [1.520, -0.345, -0.117], [-0.568, -0.050, -0.115], [1.194, -0.234, 0.274], [0.744, 0.852, 0.260]],
  "nbo_charge": [0.408, 0.782, -0.259, 0.537, -0.655, -0.687, -0.509, -0.715, -0.565, -0.305, 0.223, 0.160, 0.219, 0.222, 0.228, 0.418, 0.498],
  "charge": 0,
  "e_lumo_ev": 0.41,
  "gap_ev": 9.57,
  "smiles": "C/C=C(\\O)NC(=O)/N=C/F"
}

{
  "formula": "C5H7FO",
  "method": "ωB97M-V/def2-TZVPD",
  "symbols": ["C", "C", "C", "C", "C", "O", "F", "H", "H", "H", "H", "H", "H", "H"],
  "coordinates": [[0.004, -0.766, -1.005], [0.809, -0.750, 0.306], [-1.127, 1.165, 0.023], [-1.441, 0.024, 0.925], [1.894, -0.029, 0.526], [-1.234, -0.143, -0.606], [2.259, 0.675, -0.569], [-0.332, -1.830, -1.280], [0.522, -0.326, -1.883], [0.593, -1.321, 1.162], [-1.787, 1.900, -0.396], [-0.147, 1.570, 0.202], [-2.380, -0.226, 1.159], [2.367, 0.058, 1.437]],
  "forces_ev_per_angstrom": [[0.667, -2.394, 1.450], [1.483, -0.654, -0.298], [-0.748, -0.301, 1.688], [3.614, 1.499, 0.225], [-2.585, -0.843, -3.434], [-0.529, 0.721, -1.946], [1.519, 1.303, 0.241], [0.675, 1.510, 0.418], [-0.710, 0.235, 0.788], [-0.928, -0.936, 0.285], [-0.622, -0.058, -0.397], [0.617, -0.120, -0.546], [-3.991, -0.506, 0.056], [1.538, 0.541, 1.470]],
  "nbo_charge": [-0.100, -0.282, -0.146, -0.310, 0.194, -0.367, -0.360, 0.210, 0.225, 0.242, 0.182, 0.188, 0.142, 0.181],
  "charge": 0,
  "e_lumo_ev": 0.98,
  "gap_ev": 8.14
}

{
  "formula": "C5H7FOS",
  "method": "ωB97M-V/def2-TZVPD",
  "symbols": ["C", "C", "C", "C", "C", "H", "H", "H", "H", "H", "H", "H", "O", "F", "S"],
  "coordinates": [[0.555, -2.095, 0.751], [0.368, -1.120, -0.385], [-0.853, -0.434, -0.856], [0.230, 0.387, -0.203], [-0.240, 0.858, 1.087], [0.295, -3.066, 0.346], [1.635, -2.192, 0.948], [0.000, -1.822, 1.646], [-1.739, -0.443, -0.243], [-0.476, -0.921, -2.625], [0.925, 0.984, -0.758], [-0.671, 0.057, 1.667], [-1.118, -0.320, -2.192], [1.203, -1.423, -1.444], [-0.139, 2.324, 1.699]],
  "forces_ev_per_angstrom": [[0.603, -0.150, -1.046], [0.180, 0.387, 0.793], [-0.485, -0.067, -0.039], [0.536, -0.022, 0.596], [0.717, -0.326, 0.022], [-0.493, -0.327, 0.359], [-0.336, 0.410, 0.244], [0.064, -0.257, -0.144], [-0.308, -0.411, -0.006], [-0.512, 0.565, -0.089], [-0.049, 0.325, -0.437], [-0.481, -0.028, 0.353], [0.540, -0.773, -0.826], [-0.022, -0.073, -0.014], [0.047, 0.747, 0.232]],
  "nbo_charge": [-0.644, 0.352, 0.092, -0.381, -0.261, 0.227, 0.233, 0.226, 0.192, 0.485, 0.256, 0.174, -0.667, -0.350, 0.068],
  "charge": 0,
  "e_lumo_ev": -0.06,
  "gap_ev": 8.68,
  "smiles": "C[C@@]1(F)[C@H](O)[C@H]1C=S"
}

{
  "formula": "C5H7I2NO",
  "method": "ωB97M-V/def2-TZVPD",
  "symbols": ["C", "C", "C", "C", "C", "N", "O", "I", "I", "H", "H", "H", "H", "H", "H", "H"],
  "coordinates": [[-0.617, 1.039, 0.034], [-1.214, 0.520, -1.005], [0.646, 0.408, 0.344], [-1.298, 2.119, 0.891], [0.762, -2.224, -0.870], [0.702, -0.823, -1.146], [-0.640, -0.500, -1.650], [-2.813, 1.147, -2.151], [0.581, -0.798, 2.089], [1.644, 1.083, 0.225], [-2.194, 2.340, 0.458], [-0.794, 3.052, 0.734], [-1.214, 1.894, 1.932], [1.745, -2.178, -0.490], [0.089, -2.660, 0.026], [0.786, -2.679, -1.822]],
  "forces_ev_per_angstrom": [[-0.904, 1.723, 1.737], [0.227, -0.888, -1.743], [2.595, -1.397, -2.445], [3.503, -0.722, -0.804], [-1.192, 0.761, 2.967], [-1.553, 3.962, 1.818], [0.450, -1.106, -0.564], [-0.327, 0.160, 0.272], [0.285, 0.356, 0.485], [-2.407, -1.953, 0.471], [-2.981, 0.010, -0.359], [0.850, 0.666, 0.143], [-0.616, -0.251, 0.652], [1.511, -1.024, 0.602], [1.022, 0.801, -2.422], [-0.462, -1.099, -0.809]],
  "nbo_charge": [-0.294, 0.211, -0.182, -0.605, -0.465, -0.112, -0.424, 0.194, 0.118, 0.256, 0.227, 0.212, 0.226, 0.218, 0.191, 0.230],
  "charge": 0,
  "e_lumo_ev": 0.23,
  "gap_ev": 8.59
}

{
  "formula": "C5H7IN2",
  "method": "ωB97M-V/def2-TZVPD",
  "symbols": ["C", "C", "C", "C", "C", "N", "N", "I", "H", "H", "H", "H", "H", "H", "H"],
  "coordinates": [[1.238, -2.249, 0.830], [0.357, -1.228, 0.903], [0.785, -1.720, -1.199], [-0.354, 1.408, -0.009], [-0.936, 0.140, -0.615], [1.497, -2.492, -0.479], [0.025, -0.866, -0.383], [-3.085, -0.302, 0.073], [1.712, -2.718, 1.603], [0.127, -0.741, 1.777], [0.723, -1.754, -2.282], [0.558, 1.781, -0.627], [-0.028, 1.120, 1.030], [-1.038, 2.203, -0.039], [-1.246, 0.146, -1.686]],
  "forces_ev_per_angstrom": [[-1.089, 1.701, -1.725], [0.977, -1.141, -0.936], [-1.533, 1.016, -0.100], [1.565, -0.475, -0.322], [-0.462, 0.298, -1.569], [1.387, -1.859, -0.510], [0.003, -1.282, 0.569], [1.179, 0.133, 0.070], [1.140, -1.241, 1.701], [-1.180, 1.155, 1.485], [-0.088, 0.298, 0.233], [-1.320, -1.013, 1.036], [-0.359, 0.960, -1.110], [-1.037, 1.073, 0.379], [0.816, 0.378, 0.799]],
  "nbo_charge": [-0.080, -0.090, 0.186, -0.642, -0.032, -0.442, -0.417, -0.019, 0.204, 0.214, 0.205, 0.230, 0.224, 0.225, 0.234],
  "charge": 0,
  "e_lumo_ev": -0.22,
  "gap_ev": 8.95,
  "smiles": "C[C@H](I)n1ccnc1"
}

{
  "formula": "C5H7INO",
  "method": "ωB97M-V/def2-TZVPD",
  "symbols": ["C", "C", "C", "C", "C", "N", "O", "I", "H", "H", "H", "H", "H", "H", "H"],
  "coordinates": [[-0.164, 0.312, 1.051], [-0.400, 1.375, 0.353], [-0.275, -1.127, 1.178], [0.632, -0.475, -1.092], [0.806, 0.690, -0.136], [-0.074, -1.563, -0.287], [-1.666, 3.244, 0.445], [-1.024, 4.727, -0.455], [0.527, -1.539, 1.794], [-1.243, -1.468, 1.544], [0.020, -0.229, -1.959], [1.603, -0.839, -1.426], [1.802, 1.073, 0.025], [0.451, -2.443, -0.333], [-0.995, -1.738, -0.700]],
  "forces_ev_per_angstrom": [[-0.237, 0.875, -0.561], [-1.066, 1.681, 0.758], [0.019, 0.121, 0.636], [0.424, 0.491, -0.294], [-0.339, 0.271, -0.080], [-0.224, -0.444, -0.211], [0.756, -3.616, 0.654], [0.678, 1.171, -0.817], [-0.084, -0.139, -0.192], [0.061, -0.124, -0.145], [-0.049, -0.182, 0.075], [-0.139, -0.163, 0.006], [0.157, -0.040, 0.065], [-0.150, 0.130, 0.000], [0.194, -0.033, 0.106]],
  "nbo_charge": [-0.104, 0.305, -0.261, -0.264, -0.265, -0.510, -0.709, 0.656, 0.256, 0.267, 0.249, 0.248, 0.237, 0.449, 0.446],
  "charge": 1,
  "e_lumo_ev": [-5.81, -5.81],
  "gap_ev": [6.12, 6.11]
}

{
  "formula": "C5H7LiNiO3",
  "method": "ωB97M-V/def2-TZVPD",
  "symbols": ["C", "C", "H", "H", "H", "O", "Ni", "O", "C", "O", "C", "C", "H", "H", "H", "H", "Li"],
  "coordinates": [[2.568, 3.124, 2.313], [3.476, 3.706, 1.756], [1.960, 2.295, 2.644], [4.161, 4.432, 1.349], [1.728, 1.323, 0.859], [0.190, 2.445, -0.606], [0.698, -1.330, 0.717], [1.069, 0.667, 0.454], [0.195, 1.248, -0.366], [-0.637, 0.461, -0.972], [-0.776, -1.005, -0.631], [-0.808, -1.747, -1.951], [-1.779, -1.035, -0.182], [-1.587, -1.366, -2.632], [-1.038, -2.802, -1.738], [0.158, -1.716, -2.473], [-1.155, 2.322, -2.087]],
  "forces_ev_per_angstrom": [[0.866, -0.953, -1.055], [-0.995, 0.265, 0.508], [0.047, 0.843, 0.489], [-0.089, -0.398, 0.110], [-0.658, -0.301, -0.532], [-0.048, -1.270, 0.134], [-0.567, 0.003, -0.587], [1.236, -0.077, 1.228], [-0.005, 2.521, -0.839], [-0.222, -0.902, 0.099], [-0.596, 0.281, -0.549], [0.629, -0.483, 0.256], [0.461, -0.150, 0.398], [0.169, -0.019, 0.378], [-0.001, 0.262, -0.145], [-0.245, 0.012, 0.068], [0.020, 0.366, 0.040]],
  "nbo_charge": [-0.324, -0.132, 0.206, 0.269, 0.595, -0.639, 1.324, -0.788, 1.000, -0.556, -0.253, -0.687, 0.235, 0.260, 0.269, 0.239, 0.982],
  "spin_multiplicity": 3,
  "charge": 2,
  "e_lumo_ev": [-9.37, -10.91],
  "gap_ev": [7.18, 5.64]
}

{
  "formula": "C5H7MnO4",
  "method": "ωB97M-V/def2-TZVPD",
  "symbols": ["O", "C", "O", "O", "C", "C", "O", "C", "C", "Mn", "H", "H", "H", "H", "H", "H", "H"],
  "coordinates": [[-1.841, -0.404, 0.310], [-2.399, -2.494, 2.143], [-1.287, -2.539, 1.835], [1.374, -0.651, 1.616], [1.968, -0.968, 0.334], [1.821, 0.196, -0.605], [0.421, 0.247, -1.053], [-0.427, 1.311, -0.655], [-1.833, 0.725, -0.503], [-0.105, -1.254, 0.509], [3.030, -1.271, 0.407], [2.444, 0.085, -1.507], [2.032, 1.177, -0.128], [-0.420, 2.126, -1.399], [-0.084, 1.716, 0.312], [-2.207, 0.477, -1.518], [-2.488, 1.522, -0.098]],
  "forces_ev_per_angstrom": [[-0.733, 0.617, -0.138], [2.538, -0.047, -0.710], [-3.035, -0.552, 1.288], [0.487, 0.306, -0.318], [-0.089, 0.305, 0.408], [0.458, 0.302, 0.153], [-0.099, 0.175, -0.469], [0.149, 0.337, 0.246], [-0.076, -0.374, 0.011], [0.972, -0.577, -0.371], [-0.397, -0.197, -0.073], [-0.160, 0.003, 0.161], [-0.056, -0.176, -0.075], [0.009, -0.082, 0.064], [-0.070, -0.112, -0.184], [0.021, 0.120, 0.099], [0.080, -0.048, -0.091]],
  "nbo_charge": [-0.983, 0.570, -0.583, -0.996, -0.400, -0.135, -0.620, -0.099, -0.055, 1.277, 0.138, 0.164, 0.143, 0.148, 0.175, 0.124, 0.131],
  "spin_multiplicity": 6,
  "charge": -1,
  "e_lumo_ev": [3.78, 3.63],
  "gap_ev": [4.98, 5.85]
}

Taking the records one at a time from the top gives energy relative to the best compared isomer or geometry (same formula, charge and spin) values of 67.0, 583.4, 130.1, 116.5, 68.0, 683.4, 0.0, 1.0 kJ/mol.